(1)
A structure of composition C19H21BrN4O2SW in a non-equilibrium geometry. Source: OMol25; level of theory: the ωB97M-V functional and the def2-TZVPD basis.

Spin multiplicity: 3
LUMO level (spin up / spin down) (eV): -7.371 / -7.593
HOMO level (spin up / spin down) (Ha): -0.5186 / -0.5269
Calculated total energy (eV): -112789.838
Energy above the lowest of the compared OMol25 structures with the same formula, charge and spin (eV): 0.087
Net charge: +2

Geometry as XYZ:
```
49
Properties=species:S:1:pos:R:3:forces:R:3
W 0.161624 -0.233772 -0.201986 -0.76 0.14 1.18
N -1.875809 -1.089964 -1.037481 0.04 -0.08 0.31
C -2.791456 -1.668446 0.001533 -0.21 0.03 0.06
C -3.620404 -0.593119 0.712751 0.12 -0.06 0.09
C -3.173549 -0.198744 2.123047 0.12 0.04 -0.17
C -1.963284 0.716932 2.243489 -0.26 -0.02 0.06
N -0.669842 0.047099 1.907655 -0.01 -0.20 -0.44
H -2.453108 -0.522519 -1.652268 0.07 0.13 -0.07
H -1.576368 -1.868528 -1.621027 0.02 -0.02 -0.09
H -2.184204 -2.237908 0.703538 0.03 0.00 -0.01
H -3.463852 -2.376088 -0.483230 0.04 0.01 -0.06
H -4.638026 -0.972251 0.801329 -0.02 0.03 -0.05
H -3.687471 0.301616 0.082811 -0.06 0.00 -0.01
H -3.007724 -1.098524 2.723964 -0.05 0.00 0.02
H -4.003449 0.331870 2.591340 0.02 -0.01 0.07
H -1.910626 1.064313 3.275843 0.12 0.00 0.00
H -2.079970 1.597943 1.615186 0.02 0.02 -0.01
H 0.073243 0.511884 2.423723 0.15 0.07 -0.06
H -0.697207 -0.896229 2.291732 0.10 -0.10 0.00
S 3.614485 2.290730 1.371342 -0.26 -0.17 -0.07
C 4.187589 0.682520 1.365167 0.00 0.10 -0.01
C 3.265120 -0.211392 0.902441 0.05 -0.21 0.02
C 2.032892 0.389873 0.530709 -0.07 0.48 0.01
C 2.095336 1.764574 0.750218 0.35 -0.24 0.04
C 0.970683 2.587679 0.406166 -0.13 0.18 -0.05
C 0.911848 3.977277 0.542658 0.00 -0.12 -0.01
C -0.216373 4.654429 0.139167 0.02 -0.08 -0.01
C -1.285325 3.938806 -0.411845 -0.03 0.08 0.02
C -1.179943 2.578615 -0.513090 -0.04 -0.12 -0.05
N -0.085849 1.891235 -0.106648 0.10 0.59 0.04
H 5.189047 0.477535 1.712506 -0.01 -0.01 -0.01
H 3.476880 -1.271870 0.852259 0.00 0.01 0.00
H 1.764186 4.497236 0.958106 -0.02 0.04 0.00
H -0.273110 5.730194 0.239265 0.00 0.00 0.00
H -2.181579 4.439846 -0.747310 0.00 -0.02 -0.02
H -1.980641 1.986908 -0.940545 -0.02 0.00 0.04
Br 0.635375 0.669633 -2.981693 0.30 -0.43 0.16
C 1.468683 -1.043048 -2.732340 -0.47 0.58 0.13
C 2.254014 -1.720797 -3.623108 0.12 -0.15 -0.07
C 2.710364 -2.976708 -3.213789 -0.06 0.15 -0.02
C 2.352438 -3.478119 -1.967539 -0.01 -0.11 0.09
C 1.560421 -2.707362 -1.145041 -0.15 0.20 0.15
N 1.129900 -1.490753 -1.527983 0.89 -0.94 -1.08
C 1.048877 -3.043145 0.240238 0.29 -0.20 -0.23
O 1.289231 -4.065671 0.799948 -0.01 0.01 0.00
O 0.292257 -2.051480 0.692318 -0.29 0.43 0.10
H 2.503330 -1.304130 -4.588321 -0.02 0.00 0.00
H 3.336484 -3.555636 -3.879780 0.00 -0.01 0.02
H 2.674860 -4.452542 -1.625426 0.00 0.01 0.02
```
Forces are in eV/Å.

=====

(2)
A structure of composition C41H34BF5N3OPtS7Te in a non-equilibrium geometry. Source: OMol25; level of theory: the ωB97M-V functional and the def2-TZVPD basis.

Spin multiplicity: 6
LUMO level (spin up / spin down) (eV): -0.446 / -2.694
HOMO level (spin up / spin down) (Ha): -0.2661 / -0.3095
Calculated total energy (eV): -150229.988
Energy above the lowest of the compared OMol25 structures with the same formula, charge and spin (eV): 0.000
Net charge: 0

Geometry as XYZ:
```
94
Properties=species:S:1:pos:R:3:forces:R:3
Pt 0.980179 -0.377411 -1.022110 0.49 0.30 0.37
F -4.282304 -5.495952 -0.619807 -0.86 -0.16 0.09
C -3.258411 -4.685685 -0.768824 1.19 0.11 -0.66
C -3.170847 -3.772586 -1.823389 -1.56 0.49 0.02
F -4.252090 -3.468196 -2.591686 0.53 -0.56 0.54
C -2.031752 -3.061927 -2.030596 2.86 0.89 0.34
F -1.969505 -2.156618 -3.029077 -0.58 -0.52 0.29
C -0.813438 -3.220676 -1.267255 -2.67 -1.52 0.31
S 0.693743 -2.550482 -1.762570 0.53 -0.01 -0.06
C -0.952602 -4.186732 -0.237262 0.58 1.30 -0.63
F 0.102807 -4.447489 0.569990 -0.60 -0.24 -0.44
C -2.126601 -4.892661 -0.008274 0.72 -0.30 -0.30
F -2.049014 -5.934645 0.826610 -0.45 0.10 0.39
S 2.756682 1.000117 3.086822 -0.42 0.60 0.16
C 1.713747 1.009133 1.706060 0.35 -1.91 1.13
N 1.494862 -0.198707 1.241977 -0.04 1.12 -1.06
C 2.194724 -1.174368 1.915944 -0.94 -1.77 -0.42
C 2.128270 -2.573201 1.587415 1.01 0.99 1.11
C 2.857050 -3.440527 2.412595 -0.16 1.18 -0.15
C 3.618181 -2.934111 3.524601 -1.09 0.19 -0.90
C 3.642239 -1.584636 3.807612 -0.17 0.01 0.00
C 2.885634 -0.717245 3.013539 0.55 0.11 -0.07
H 1.259782 1.889680 1.311010 -0.05 0.45 -0.17
H 1.541104 -2.834612 0.711035 0.35 -0.28 0.27
H 2.862051 -4.502142 2.202746 -0.05 0.01 0.06
H 4.087573 -3.629036 4.190513 0.41 -0.23 0.09
H 4.190225 -1.146534 4.624811 0.20 -0.28 0.27
B 3.921278 3.395990 -1.180103 -0.48 0.16 -0.89
C 2.744372 2.355745 -1.036138 -0.57 -0.10 -0.47
N 1.844331 1.624958 -0.998093 0.18 0.11 -0.12
H 4.939793 2.748067 -1.417313 -0.25 0.32 -0.13
H 3.973557 3.944706 -0.127645 0.20 0.33 0.54
H 3.512812 4.189328 -2.083774 0.58 -0.68 0.66
C 6.447613 -2.719804 -2.641037 0.52 0.09 0.03
S 6.749975 -0.933462 -2.943488 0.53 -0.49 -0.54
C 6.235377 -0.248254 -1.448007 0.38 -0.38 -0.13
C 4.926469 -0.349856 -0.987990 -0.39 0.65 0.31
S 3.640384 -0.974436 -1.840138 -0.05 -0.13 0.11
S 4.696840 0.485720 0.513500 0.18 0.22 0.59
C 6.279535 1.197389 0.741014 -0.03 0.05 0.17
S 6.672373 2.246781 1.956589 -0.23 -0.93 -1.00
S 7.384808 0.599648 -0.509024 -0.35 0.42 0.30
H 6.551338 -3.250344 -3.600166 -0.03 0.35 0.34
H 5.446053 -2.830123 -2.257154 -0.20 -0.20 0.00
H 7.189692 -3.097176 -1.921911 -0.27 0.13 -0.31
C -5.929953 -4.305483 1.828918 0.84 -1.22 -1.46
C -5.020623 -3.136571 1.607401 -0.95 -0.17 -0.79
C -5.442912 -2.083091 0.786180 -0.56 -0.24 0.08
C -4.635420 -0.989401 0.593943 1.75 -0.55 0.63
C -5.131429 0.120550 -0.236714 -0.78 0.02 -0.41
C -3.339521 -1.014839 1.201550 0.01 0.43 -0.98
Te -2.043098 0.669153 0.876692 -0.44 -0.30 0.27
N -1.141242 0.310293 -0.872460 -0.02 -0.21 -0.26
C -1.666474 1.262018 -1.650281 -0.27 1.01 0.93
O -2.655435 1.934808 -1.199378 0.44 -0.43 -0.35
C -0.954450 1.651586 -2.896467 -0.05 -1.01 1.10
C -0.425536 0.597247 -3.639267 -0.37 -1.45 0.87
C 0.432926 0.873399 -4.666138 -0.12 0.21 -0.85
C 0.618445 2.192547 -5.010706 0.21 1.26 0.86
C 0.179211 3.252577 -4.201677 -0.16 0.18 -0.71
C -0.596627 2.974021 -3.081024 -0.26 0.47 -0.70
C -0.427192 4.700676 0.800523 0.56 0.40 -0.24
C 0.788533 5.370349 0.829887 -1.56 -0.28 0.90
C 0.798350 6.533439 1.603142 0.13 0.22 -0.48
C -0.377970 7.073538 2.153585 0.56 -0.57 -0.15
C -1.562512 6.369081 2.021090 0.12 -0.23 -0.21
C -1.604729 5.144564 1.334293 -0.78 -0.19 0.20
C -2.930953 4.415937 1.170607 0.38 -0.69 -0.42
C -2.847314 -2.109747 1.923052 -1.34 0.54 -0.14
C -1.497193 -2.198857 2.529082 0.11 0.32 -0.31
C -3.757627 -3.138292 2.143260 0.72 -0.13 0.38
H -5.316903 -5.244075 1.856845 -0.63 0.74 0.36
H -6.613060 -4.450699 0.975364 0.16 0.24 0.35
H -6.507760 -4.181370 2.708707 -0.53 -0.07 0.97
H -6.432234 -2.058215 0.269653 0.81 -0.38 0.68
H -6.209885 0.150540 -0.097834 -0.13 0.23 -0.13
H -4.956818 0.003754 -1.313714 0.26 -0.01 0.27
H -4.728205 1.049730 0.099205 0.24 0.82 -0.07
H -0.674120 -0.461424 -3.337030 0.31 1.44 -0.53
H 0.911997 0.135400 -5.287754 -0.13 -0.42 0.09
H 1.175862 2.432216 -5.880645 0.53 0.16 -0.65
H 0.378259 4.294963 -4.521850 -0.01 -0.81 0.43
H -0.972749 3.774557 -2.436354 0.15 -0.43 -0.14
H 1.665338 5.003095 0.352434 0.63 -0.23 -0.30
H 1.773525 7.001438 1.663804 -0.20 0.43 0.27
H -0.366776 8.019721 2.678393 0.10 -0.04 0.01
H -2.498608 6.737127 2.418088 0.01 0.20 0.11
H -3.769012 5.091927 1.275553 -0.13 0.25 -0.04
H -3.096666 3.603057 1.903553 0.31 0.37 -0.15
H -2.966897 3.945273 0.170129 -0.11 0.24 0.47
H -0.738391 -2.119030 1.756529 0.31 -0.06 -0.08
H -1.397607 -3.148585 3.036447 0.25 -0.11 0.20
H -1.346428 -1.373797 3.218551 0.18 0.03 0.30
H -3.401000 -3.972733 2.751262 -0.33 0.03 -0.18
```
Forces are in eV/Å.

=====

(3)
A structure of composition C36H40ClN4O2PRuS in a non-equilibrium geometry. Source: OMol25; level of theory: the ωB97M-V functional and the def2-TZVPD basis.

Spin multiplicity: 2
LUMO level (spin up / spin down) (eV): -8.823 / -9.496
HOMO level (spin up / spin down) (Ha): -0.6072 / -0.6099
Calculated total energy (eV): -83243.090
Energy above the lowest of the compared OMol25 structures with the same formula, charge and spin (eV): 0.926
Net charge: +3

Geometry as XYZ:
```
86
Properties=species:S:1:pos:R:3:forces:R:3
Ru 0.447129 0.193758 1.081963 2.11 -0.54 0.99
C 3.003870 -1.545368 2.164942 -0.05 -0.04 0.03
C 1.752551 -2.395455 2.104468 0.08 0.04 0.14
N 0.520132 -1.581885 2.286113 -0.49 0.11 0.12
C 0.182458 -1.322042 3.715664 0.06 -0.12 0.08
C 1.085896 -0.315136 4.407180 -0.06 0.00 -0.01
S 1.327567 1.174665 3.393607 -0.19 0.19 -0.12
C 3.124913 1.313664 3.176899 0.01 -0.05 0.08
C 3.602449 0.826545 1.815725 0.06 -0.07 0.12
N 2.803950 -0.324127 1.365972 -0.29 0.43 -0.45
H 3.850341 -2.129166 1.798462 0.04 0.04 -0.02
H 3.249323 -1.263647 3.183838 -0.01 0.01 -0.01
H 1.788959 -3.188467 2.854394 -0.02 0.00 0.01
H 1.693053 -2.877147 1.133952 0.01 -0.06 -0.02
H -0.251713 -2.136010 1.925669 0.12 -0.31 0.15
H 0.218099 -2.258611 4.279918 -0.06 -0.04 -0.03
H -0.846847 -0.961829 3.735540 0.00 0.06 -0.01
H 2.058924 -0.717655 4.674112 -0.01 -0.04 0.01
H 0.606660 -0.001842 5.333453 0.02 0.02 0.02
H 3.584920 0.787556 4.012471 0.05 0.00 -0.02
H 3.367797 2.367976 3.297949 0.00 0.00 0.06
H 4.666773 0.582557 1.878529 0.00 -0.05 -0.03
H 3.492682 1.614883 1.073916 0.00 0.02 -0.03
H 3.055402 -0.517703 0.402590 0.13 -0.06 0.00
Cl -1.168461 2.193828 2.100494 -0.55 0.29 0.13
C -2.832714 1.647278 2.066358 0.23 0.06 0.05
C -3.804526 2.374252 2.716948 -0.09 -0.01 0.03
C -5.106348 1.887822 2.669086 0.01 0.01 0.00
C -5.396247 0.710123 1.991866 0.01 -0.03 -0.02
C -4.391512 0.007208 1.342573 -0.07 0.03 0.00
C -3.080792 0.485128 1.366067 -0.14 -0.43 0.19
P -1.788827 -0.309936 0.386180 0.00 1.24 -0.81
C -2.301782 -2.026876 0.288428 -0.06 -0.16 0.16
C -2.308725 -2.771517 1.478319 -0.08 -0.01 -0.10
C -2.808231 -4.062730 1.498460 0.04 0.01 -0.02
C -3.310601 -4.620803 0.328098 -0.01 -0.07 0.01
C -3.334906 -3.881427 -0.844347 0.01 0.03 -0.05
C -2.837125 -2.583818 -0.872657 0.04 -0.10 0.06
C -1.987803 0.497857 -1.242378 -0.13 -0.23 -0.05
C -2.580177 1.760204 -1.308221 0.03 0.06 0.03
C -2.710461 2.415991 -2.525508 0.01 0.01 0.07
C -2.254398 1.823725 -3.692161 0.01 -0.03 -0.04
C -1.674402 0.562058 -3.644082 0.02 0.04 -0.01
C -1.544999 -0.093890 -2.430860 0.02 0.05 0.03
H -3.562972 3.285755 3.246479 0.01 -0.02 0.00
H -5.894082 2.434735 3.170286 0.01 -0.02 -0.01
H -6.411239 0.337483 1.965669 0.01 0.01 0.00
H -4.630130 -0.903894 0.807975 0.00 0.02 0.01
H -1.991031 -2.319896 2.412563 -0.18 0.01 0.05
H -2.832024 -4.624523 2.423036 0.02 0.01 -0.01
H -3.702758 -5.629386 0.337885 -0.01 0.02 0.01
H -3.761277 -4.307045 -1.743231 0.01 0.00 0.01
H -2.890197 -2.013206 -1.788223 -0.07 -0.03 0.04
H -2.959346 2.242729 -0.418122 -0.03 0.00 -0.01
H -3.188506 3.386279 -2.559775 0.02 -0.01 0.01
H -2.365488 2.334651 -4.639567 -0.01 -0.01 0.01
H -1.330240 0.081649 -4.552048 0.00 -0.01 0.04
H -1.127894 -1.089191 -2.427781 0.09 -0.01 -0.03
O 4.007404 3.963397 -3.421953 0.02 0.07 -0.01
C 3.476298 4.629514 -2.305222 -0.02 -0.04 -0.02
C 2.649974 3.647814 -1.527719 0.03 0.08 0.02
C 2.039502 4.000671 -0.327201 0.00 0.04 -0.01
C 1.299229 3.066746 0.362269 0.07 -0.19 -0.21
N 1.130281 1.800702 -0.072681 -0.17 0.75 0.14
C 1.713749 1.464362 -1.238391 -0.13 0.05 -0.01
C 2.474572 2.347907 -1.978996 0.00 -0.01 -0.08
C 1.494541 0.069776 -1.620529 0.10 0.00 -0.12
C 1.823541 -0.460253 -2.853102 0.05 0.03 -0.04
C 1.588586 -1.799964 -3.124893 0.08 -0.04 -0.03
C 1.861679 -2.334963 -4.505717 -0.06 0.03 0.00
O 0.892596 -1.698390 -5.320975 0.04 -0.04 -0.06
C 1.017791 -2.576441 -2.123882 0.02 -0.03 0.01
C 0.687781 -1.987623 -0.923145 0.14 0.12 -0.12
N 0.930604 -0.688237 -0.658456 -0.70 -1.03 -0.45
H 4.511968 4.580167 -3.965013 -0.02 -0.03 0.02
H 2.834756 5.472132 -2.588173 -0.02 0.00 -0.02
H 4.257584 5.026381 -1.647062 0.03 -0.01 0.01
H 2.140726 4.999629 0.079033 -0.02 -0.02 0.00
H 0.834152 3.340452 1.293518 -0.03 0.00 0.09
H 2.948208 2.048889 -2.902736 -0.01 0.00 0.02
H 2.238752 0.176190 -3.623310 -0.01 -0.01 0.02
H 1.769223 -3.422931 -4.517925 -0.04 -0.01 -0.01
H 2.881108 -2.074422 -4.805969 0.01 0.00 -0.01
H 1.011494 -1.973286 -6.239417 0.00 0.02 0.05
H 0.790207 -3.621773 -2.289063 0.00 0.01 0.02
H 0.178625 -2.552576 -0.158424 -0.02 -0.02 -0.05
```
Forces are in eV/Å.